Entry from the OMol25 dataset: a structure of composition C23H31EuN4O9P2 (wB97M-V/def2-TZVPD).

Values from the calculation:
**Total energy**: -86632.824 eV
**Spin multiplicity**: 7
**⟨S²⟩**: 12.035
**Kohn-Sham gap (spin up / spin down)**: 3.69 / 4.14 eV
**LUMO level (spin up / spin down)**: -1.52 / -1.51 eV
**Highest occupied orbital energy (spin up / spin down)**: -5.22 / -5.65 eV

Structure (XYZ):
```
70
C23H31EuN4O9P2 wB97M-V/def2-TZVPD
C -0.99749 4.08293 -1.72185
C -0.97360 2.70148 -1.39656
N 0.11038 2.21170 -0.65855
C 0.94161 3.06688 -0.02532
C 0.89000 4.42642 -0.29949
C -0.04568 4.92094 -1.19408
C -2.11090 1.90416 -1.73938
P -2.58500 0.33580 -1.04693
Eu -0.21749 0.02578 0.47355
P 2.41674 0.80722 0.98091
C 2.03928 2.58955 0.94701
C 0.31670 -3.03134 -0.20864
C -0.80681 -3.31485 0.55930
C -0.84577 -4.52621 1.23662
C 0.17641 -5.45799 1.09093
C 1.24184 -5.17792 0.23294
C 1.32121 -3.96772 -0.44450
O -0.64944 1.46576 -5.72949
O 0.45604 -1.69981 -2.60560
H -1.85666 4.47905 -2.27583
H 1.65308 5.08921 0.10914
H -0.05382 5.96976 -1.47532
C -3.81313 0.51921 0.33198
C -3.63217 -0.37189 -2.39064
H 2.97913 3.11403 0.69436
H 1.77571 2.92978 1.96691
H -0.89664 0.92422 -6.49613
H -2.89802 2.44036 -2.33194
C 2.84337 0.60758 2.75668
C 4.08403 0.78006 0.23042
H -1.63172 -2.59935 0.64241
H -1.69255 -4.71781 1.88779
H 0.13863 -6.39888 1.63071
H 2.01885 -5.91137 0.06702
H 2.13860 -3.72069 -1.12271
H -0.04947 -1.51716 -1.66322
H -0.31647 -1.65673 -3.23759
H 1.07248 -0.94919 -2.70766
H 0.34678 1.44324 -5.73130
H 0.48580 -1.98326 -0.54956
H -4.80628 0.83742 -0.01263
H -3.93401 -0.42247 0.88823
H -3.44812 1.25290 1.05903
H -4.45129 0.34533 -2.59914
H -3.03312 -0.49728 -3.31602
H -4.07059 -1.35320 -2.12485
H 4.82976 1.16260 0.94867
H 4.31931 -0.26468 -0.03635
H 4.06701 1.39563 -0.68346
H 3.86228 0.98577 2.93627
H 2.12388 1.14105 3.39892
H 2.79999 -0.46527 3.00471
O -0.21659 -0.72604 8.37010
N -0.13676 0.31100 7.67837
O 0.44384 1.35722 8.04471
C -0.73079 0.30228 6.35551
C -1.33092 -0.88618 5.88970
C -1.66283 -0.99271 4.55008
C -1.13206 0.00240 3.68162
O -0.70421 -0.34705 2.53936
C -0.85290 1.31552 4.18585
C -0.55459 1.42827 5.53324
N -0.63641 2.36146 3.21879
O -1.21037 2.26117 2.08953
O 0.10306 3.31383 3.53400
N -2.23812 -2.15443 3.88316
O -2.78303 -1.98541 2.76719
O -2.17549 -3.25024 4.47106
H -1.48128 -1.73502 6.54782
H -0.14212 2.35407 5.92098
```